The following is a DFT calculation (ωB97M-V with the def2-TZVPD basis set) of 10 unconnected molecules or ions with the total composition C45H115N5O15 at a distorted geometry.

XYZ file:
```
180
Properties=species:S:1:pos:R:3:forces:R:3
C 6.427 -8.803 3.178 -0.76 0.30 0.55
O 5.033 -9.001 3.361 -0.09 0.44 -0.16
C 4.481 -10.002 2.553 -0.29 -0.99 0.04
C 2.974 -9.906 2.585 -0.93 0.69 -0.17
N 2.415 -8.695 1.954 0.43 -0.21 0.26
C 2.398 -8.726 0.498 0.97 0.21 0.06
C 2.210 -7.317 -0.029 -1.25 -0.43 -0.22
O 3.304 -6.522 0.309 0.81 -0.43 0.10
C 3.278 -5.230 -0.198 -0.33 1.11 -1.02
H 6.644 -8.589 2.130 0.25 -0.33 -0.05
H 6.963 -9.649 3.613 0.31 -0.05 -0.41
H 6.663 -7.910 3.757 0.13 -0.04 -0.01
H 4.704 -10.999 2.963 0.41 0.01 -0.13
H 4.844 -9.958 1.519 0.18 0.12 0.04
H 2.648 -9.909 3.629 0.09 -0.02 0.02
H 2.487 -10.761 2.111 0.31 -0.19 -0.01
H 3.071 -7.958 2.210 -0.32 0.22 0.02
H 1.641 -9.395 0.083 -0.31 0.12 0.30
H 3.354 -9.098 0.093 0.00 0.04 -0.09
H 1.287 -6.902 0.406 0.04 0.04 0.04
H 2.027 -7.385 -1.111 0.34 0.27 -0.06
H 2.986 -5.161 -1.258 -0.20 -0.47 0.06
H 4.267 -4.774 -0.229 0.09 -0.26 0.59
H 2.578 -4.571 0.333 0.09 -0.09 0.22
C 11.225 0.802 0.368 0.34 0.32 -0.80
O 9.890 0.389 0.438 -0.16 -0.14 -0.01
C 9.346 0.529 1.738 0.29 0.02 -0.20
C 7.923 0.027 1.738 -0.30 0.04 0.32
N 7.445 -0.107 3.120 0.10 0.48 -0.34
C 7.016 1.170 3.706 -1.18 -0.70 0.33
C 5.656 1.661 3.160 0.15 -0.24 0.04
O 4.814 0.529 3.027 0.10 0.14 0.01
C 3.476 0.899 2.739 0.25 -0.86 0.03
H 11.330 1.862 0.625 0.07 -0.05 0.41
H 11.557 0.742 -0.671 -0.25 -0.16 -0.04
H 11.919 0.172 0.931 -0.17 0.06 0.39
H 9.394 1.586 2.033 0.03 -0.02 0.09
H 9.934 -0.059 2.453 -0.04 0.02 0.07
H 7.896 -0.953 1.260 0.04 -0.01 0.03
H 7.267 0.695 1.164 0.16 0.01 -0.23
H 6.590 -0.652 3.087 0.17 -0.20 0.09
H 7.769 1.952 3.689 0.13 -0.05 -0.17
H 6.784 0.937 4.748 0.35 0.12 0.15
H 5.719 2.174 2.193 0.06 0.13 0.01
H 5.200 2.320 3.907 0.14 0.34 -0.15
H 3.069 1.520 3.537 -0.08 0.29 -0.25
H 2.900 -0.024 2.718 -0.03 0.04 0.05
H 3.412 1.341 1.739 -0.12 0.39 0.15
C -4.992 9.548 -4.352 0.30 0.25 1.00
O -4.364 8.291 -4.455 -0.08 0.17 -0.42
C -4.876 7.547 -5.544 0.10 -0.09 -0.08
C -4.184 6.204 -5.550 0.69 -0.59 0.43
N -4.228 5.502 -4.272 -0.55 0.20 0.34
C -3.217 4.478 -4.128 0.21 0.07 -0.10
C -3.305 3.809 -2.767 0.02 0.34 -0.31
O -2.644 4.657 -1.837 0.35 0.07 -0.06
C -2.506 4.040 -0.588 -0.12 -0.56 0.08
H -6.034 9.417 -4.042 -0.16 0.16 -0.44
H -4.865 10.184 -5.232 -0.27 -0.29 -0.27
H -4.509 10.093 -3.536 0.08 -0.18 -0.01
H -4.667 8.053 -6.495 0.15 0.07 -0.01
H -5.969 7.481 -5.497 -0.03 -0.23 0.32
H -3.120 6.337 -5.800 -0.06 0.33 -0.35
H -4.613 5.539 -6.305 -0.07 0.19 -0.14
H -4.143 6.148 -3.495 0.02 0.17 -0.19
H -2.181 4.856 -4.195 -0.03 0.24 -0.05
H -3.296 3.791 -4.976 -0.26 -0.32 0.27
H -2.814 2.833 -2.798 -0.04 -0.14 0.13
H -4.350 3.721 -2.455 -0.09 -0.31 -0.12
H -3.468 3.903 -0.078 0.00 0.34 -0.15
H -1.828 4.589 0.063 -0.13 0.41 -0.25
H -2.081 3.028 -0.679 0.02 0.03 -0.18
C -3.971 -1.144 2.411 1.01 0.44 0.91
O -3.111 -2.020 1.691 -0.51 0.22 -0.26
C -3.799 -2.814 0.737 -0.53 -1.01 0.31
C -4.415 -2.070 -0.417 0.74 0.16 -0.63
N -3.352 -1.655 -1.363 -0.65 0.25 0.44
C -3.882 -0.735 -2.387 0.62 0.42 0.82
C -2.734 -0.295 -3.260 -0.34 0.29 -1.02
O -1.890 0.549 -2.513 0.34 -0.01 1.07
C -0.602 0.682 -3.057 -0.06 -0.71 -2.26
H -4.803 -1.676 2.872 -0.17 0.00 -0.23
H -4.267 -0.234 1.882 -0.30 -0.36 -0.45
H -3.337 -0.751 3.214 -0.16 -0.17 0.13
H -4.595 -3.382 1.237 -0.02 0.22 0.22
H -3.109 -3.588 0.396 0.20 0.29 -0.19
H -4.962 -1.185 -0.068 -0.21 -0.12 0.05
H -5.107 -2.736 -0.933 -0.06 0.00 0.00
H -2.759 -1.065 -0.780 0.26 -0.06 -0.27
H -4.246 0.156 -1.857 -0.36 0.10 -0.31
H -4.698 -1.177 -2.953 0.09 -0.19 -0.07
H -3.065 0.277 -4.138 -0.32 -0.06 0.01
H -2.243 -1.183 -3.680 0.40 0.02 0.34
H -0.668 1.122 -4.062 0.02 0.24 0.06
H -0.198 -0.327 -3.234 0.14 -0.01 0.09
H 0.132 1.199 -2.445 -1.19 0.51 -0.85
C -10.013 5.283 2.767 -0.24 -0.48 0.04
O -9.482 4.094 3.326 0.32 0.17 -0.06
C -8.546 3.501 2.452 0.21 -0.22 -0.58
C -7.824 2.353 3.165 -1.36 0.80 0.65
N -7.047 2.761 4.326 0.96 -0.82 -0.75
C -5.833 3.512 3.985 -0.91 -0.01 0.57
C -4.766 2.617 3.415 0.56 -1.04 -0.64
O -3.782 3.404 2.790 0.06 0.64 0.37
C -2.862 2.680 2.025 0.25 -0.21 -0.25
H -9.224 5.944 2.400 0.03 0.06 0.10
H -10.597 5.773 3.543 0.03 0.07 -0.02
H -10.672 5.026 1.930 -0.02 0.15 -0.05
H -7.873 4.271 2.055 0.23 0.01 0.23
H -9.033 3.091 1.554 -0.24 -0.04 0.10
H -7.275 1.764 2.435 0.30 0.02 0.12
H -8.647 1.735 3.538 0.16 -0.27 -0.05
H -7.626 3.199 5.022 -0.02 0.25 -0.07
H -5.490 3.984 4.906 0.18 0.13 -0.12
H -6.062 4.291 3.251 0.29 0.18 -0.03
H -5.172 1.908 2.673 -0.32 0.30 -0.11
H -4.298 1.927 4.132 -0.09 0.37 0.44
H -2.366 1.868 2.564 -0.25 -0.13 0.11
H -2.062 3.344 1.697 -0.16 0.07 0.27
H -3.352 2.312 1.113 0.10 -0.43 0.26
C 1.135 3.709 -4.445 -0.34 -0.10 0.42
C 1.665 4.462 -3.230 0.42 0.57 -0.50
C 1.551 3.629 -1.973 -0.31 -0.62 -0.05
O 3.012 4.854 -3.529 0.12 -0.32 0.17
H 0.071 3.512 -4.285 0.02 0.01 -0.08
H 1.631 2.740 -4.539 0.13 0.06 -0.03
H 1.240 4.260 -5.377 0.13 0.14 0.07
H 1.119 5.408 -3.112 -0.35 -0.26 0.08
H 1.968 2.627 -2.107 0.21 0.09 -0.20
H 0.485 3.466 -1.787 0.01 0.19 0.31
H 2.034 4.040 -1.086 -0.14 0.31 -0.07
H 3.340 5.345 -2.768 0.07 -0.03 -0.10
C 0.424 -0.848 4.833 -1.28 -0.29 0.09
C -0.100 0.554 4.493 2.42 -0.30 -0.90
C 0.475 1.634 5.404 -1.09 0.31 -0.08
O 0.427 0.892 3.179 -1.14 -0.32 0.20
H -0.229 -1.215 5.636 0.58 -0.22 0.25
H 1.484 -0.935 5.058 -0.01 0.41 0.30
H 0.258 -1.538 4.001 -0.16 0.15 -0.14
H -1.192 0.513 4.441 -0.02 0.33 0.26
H 0.227 2.588 4.932 0.01 0.08 0.18
H 1.558 1.596 5.491 0.03 -0.34 -0.06
H 0.019 1.622 6.395 0.13 -0.07 0.05
H -0.173 0.415 2.566 0.48 0.41 -0.21
C 0.116 -3.517 -2.167 -0.23 0.05 0.16
C -0.982 -4.299 -2.892 0.38 0.30 0.17
C -0.692 -5.767 -3.130 0.30 -0.44 -0.36
O -2.220 -4.211 -2.208 0.16 0.27 -0.07
H 1.057 -3.629 -2.709 0.10 -0.01 0.20
H 0.226 -3.776 -1.110 0.11 -0.45 -0.15
H -0.133 -2.449 -2.145 -0.03 -0.07 -0.28
H -1.032 -3.806 -3.876 -0.32 -0.13 -0.07
H -0.944 -6.411 -2.287 -0.14 0.26 0.17
H 0.357 -5.973 -3.362 0.04 0.30 0.02
H -1.251 -6.115 -4.000 -0.16 -0.06 0.14
H -2.361 -3.274 -1.966 -0.35 -0.13 -0.04
C 0.332 0.614 -0.482 0.13 -0.17 0.40
C -0.300 -0.622 0.120 -0.24 -0.57 0.84
C 0.677 -1.617 0.724 0.84 0.33 -0.12
O -1.202 -0.161 1.143 -0.37 -0.13 0.14
H -0.467 1.328 -0.693 0.09 -0.04 0.21
H 0.816 0.386 -1.433 0.38 -0.31 1.21
H 1.048 1.100 0.182 0.01 -0.19 0.26
H -0.884 -1.197 -0.610 0.10 0.43 -0.21
H 1.350 -1.123 1.429 -0.07 0.09 0.03
H 1.309 -2.023 -0.073 -0.14 -0.17 0.29
H 0.198 -2.434 1.264 -0.23 -0.03 -0.20
H -1.789 -0.902 1.424 0.44 0.25 -0.38
C 2.763 -0.986 -2.387 -0.44 0.34 -0.63
C 3.690 -1.919 -3.173 -0.55 0.76 0.64
C 4.672 -1.109 -4.019 0.55 -0.28 -0.11
O 4.354 -2.732 -2.211 0.30 -0.44 -0.35
H 3.363 -0.254 -1.840 -0.05 0.03 0.06
H 2.080 -1.476 -1.691 0.51 -0.34 -0.10
H 2.085 -0.444 -3.057 0.31 0.15 -0.14
H 3.099 -2.586 -3.801 0.07 -0.14 0.08
H 4.259 -0.239 -4.531 -0.33 0.00 0.26
H 5.156 -1.695 -4.802 -0.07 -0.24 0.16
H 5.475 -0.769 -3.358 -0.05 0.21 -0.05
H 4.964 -2.171 -1.717 -0.04 -0.02 -0.03
```
Forces are in eV/Å.

Calculated values
Total charge   0
E   -3185.62868 Eh
Structure (SMILES)   COCCNCCOC.COCCNCCOC.COCCNCCOC.COCCNCCOC.COCCNCCOC.CC(C)O.CC(C)O.CC(C)O.CC(C)O.CC(C)O
LUMO energy   0.425 eV